[1]
{
  "formula": "C3H5N5",
  "method": "ωB97M-V with the def2-TZVPD basis set",
  "symbols": ["N", "N", "N", "N", "N", "C", "C", "C", "H", "H", "H", "H", "H"],
  "positions_angstrom": [[0.7071, -1.0294, -0.0453], [-1.8656, -1.1929, -0.0466], [0.0695, 0.0831, 0.0678], [2.2035, 0.6218, 0.1201], [-1.9452, 1.2740, -0.0793], [1.0105, 1.1176, 0.0473], [-1.4322, 0.0478, -0.0743], [1.9319, -0.7218, -0.1798], [-2.9222, 1.4513, 0.0388], [2.7159, -1.3375, 0.0274], [0.6374, 2.1905, 0.0027], [-1.0663, -1.8182, 0.3895], [-2.6117, -1.4445, 0.6656]],
  "mulliken_charge": [-0.917, -0.499, 0.687, -0.553, -0.615, 0.099, 0.405, -0.219, 0.210, 0.358, 0.376, 0.365, 0.304],
  "max_force_ev_per_a": 7.0,
  "relative_energy_kcal_mol": 50.2,
  "homo_energy_ev": -9.68,
  "energy_ev": -10640.69812,
  "orbital_gap_ev": 10.312,
  "charge": 0
}

=====

[2]
{
  "formula": "C3H5N5",
  "method": "ωB97M-V with the def2-TZVPD basis set",
  "symbols": ["N", "N", "N", "N", "N", "C", "C", "C", "H", "H", "H", "H", "H"],
  "positions_angstrom": [[1.5023, -1.3076, -0.1553], [0.2894, -1.3712, 0.3879], [-1.8086, -0.2692, -0.1307], [0.1861, 0.9529, -0.1031], [2.1117, -0.3171, -0.3361], [1.6126, 0.9786, 0.0941], [-2.9584, -0.3663, -0.1829], [-0.5020, -0.1554, 0.1281], [-0.2408, 1.7104, -0.6467], [-0.1463, -2.2845, 0.5234], [1.8989, 1.1012, 1.1528], [2.0881, 1.7757, -0.4930], [-4.0329, -0.4474, -0.2385]],
  "mulliken_charge": [-0.079, 0.122, 0.081, -0.044, -0.047, -0.348, 0.202, 0.268, 0.331, 0.329, 0.308, 0.374, 0.503],
  "max_force_ev_per_a": 6.3,
  "relative_energy_kcal_mol": 37.3,
  "homo_energy_ev": [-18.91, -18.91],
  "energy_ev": -10618.69942,
  "orbital_gap_ev": [7.081, 7.077],
  "charge": 2
}

=====

[3]
{
  "formula": "C3H5N5O",
  "method": "ωB97M-V with the def2-TZVPD basis set",
  "symbols": ["O", "N", "N", "N", "N", "N", "C", "C", "C", "H", "H", "H", "H", "H"],
  "positions_angstrom": [[1.5738, -0.5922, 0.4284], [1.6159, 0.2877, -0.6785], [-0.5965, 0.9090, -0.3857], [-1.4684, 2.0975, -0.6726], [-0.9222, -1.0698, 1.2188], [-0.2012, -1.8800, 0.3567], [0.6063, 1.0957, -0.7656], [-1.1411, 0.0848, 0.7760], [0.8799, -1.5806, -0.1247], [1.5816, -2.3671, -0.6345], [-1.3582, 2.6784, 0.1926], [-2.3747, 1.9401, -1.0413], [0.6231, 1.9203, -1.5073], [-2.1257, 0.5558, 1.3788]],
  "mulliken_charge": [-0.185, -0.637, 0.081, -0.689, -0.374, -0.296, 0.237, 0.136, 0.159, 0.387, 0.265, 0.239, 0.416, 0.260],
  "max_force_ev_per_a": 8.8,
  "relative_energy_kcal_mol": 145.2,
  "homo_energy_ev": -8.97,
  "energy_ev": -12682.99844,
  "orbital_gap_ev": 9.366,
  "charge": 0
}

=====

[4]
{
  "formula": "C3H5NO",
  "method": "ωB97M-V with the def2-TZVPD basis set",
  "symbols": ["O", "N", "C", "C", "C", "H", "H", "H", "H", "H"],
  "positions_angstrom": [[0.6323, -1.7272, -0.0728], [0.7404, 0.6455, -0.4665], [0.2236, -0.6063, -0.1564], [-1.1262, 0.0113, 0.2309], [-0.3601, 1.3542, 0.3369], [-0.8437, 2.4061, -0.0599], [-1.8615, -0.0152, -0.6578], [1.7030, 1.0463, -0.5649], [-1.6308, -0.2490, 1.1864], [-0.0320, 1.5562, 1.4744]],
  "mulliken_charge": [-0.561, -0.241, 0.370, -0.385, -0.332, 0.236, 0.196, 0.248, 0.268, 0.200],
  "max_force_ev_per_a": 3.2,
  "relative_energy_kcal_mol": 27.1,
  "homo_energy_ev": -9.95,
  "energy_ev": -6728.39644,
  "orbital_gap_ev": 10.877,
  "charge": 0
}

=====

[5]
{
  "formula": "C3H5NO",
  "method": "ωB97M-V with the def2-TZVPD basis set",
  "symbols": ["O", "N", "C", "C", "C", "H", "H", "H", "H", "H"],
  "positions_angstrom": [[-0.7175, 0.4199, -0.6284], [1.3017, -0.3829, 0.4641], [-1.2727, 1.0277, 0.5471], [1.3436, -1.2064, -0.8423], [0.4056, -0.2267, -0.3992], [-0.4883, 1.2337, 1.2757], [2.1266, -0.9644, -1.5571], [1.1198, -2.2687, -0.7479], [-1.7635, 1.9505, 0.2458], [-2.0110, 0.3438, 0.9685]],
  "mulliken_charge": [-0.370, -0.513, -0.605, -0.303, 0.571, 0.340, 0.216, 0.196, 0.212, 0.254],
  "max_force_ev_per_a": 0.5,
  "relative_energy_kcal_mol": 55.4,
  "homo_energy_ev": -9.94,
  "energy_ev": -6727.17139,
  "orbital_gap_ev": 10.931,
  "charge": 0
}

=====

[6]
{
  "formula": "C3H5NO",
  "method": "ωB97M-V with the def2-TZVPD basis set",
  "symbols": ["O", "N", "C", "C", "C", "H", "H", "H", "H", "H"],
  "positions_angstrom": [[-0.1531, -0.8749, -1.7336], [-0.4404, -0.3500, -0.2329], [-1.6456, -0.5048, 0.2038], [0.5810, 0.1929, 0.4048], [1.6851, 0.7153, -0.1032], [2.2687, 1.1822, 0.5914], [-2.3679, -1.0233, -0.4967], [-2.1889, -0.3640, 1.1207], [1.8250, 0.9142, -1.2114], [0.4362, 0.1124, 1.4570]],
  "mulliken_charge": [-0.547, 0.084, -0.226, -0.083, -0.615, 0.316, 0.262, 0.269, 0.272, 0.268],
  "max_force_ev_per_a": 7.7,
  "relative_energy_kcal_mol": 123.2,
  "homo_energy_ev": -8.89,
  "energy_ev": -6724.23078,
  "orbital_gap_ev": 8.391,
  "charge": 0
}

=====

[7]
{
  "formula": "C3H5NO",
  "method": "ωB97M-V with the def2-TZVPD basis set",
  "symbols": ["O", "N", "C", "C", "C", "H", "H", "H", "H", "H"],
  "positions_angstrom": [[1.2575, 1.0140, 0.1670], [-0.4808, -0.5080, 0.5638], [-1.1193, 0.1114, -0.7103], [0.5336, 0.3934, 0.9073], [-0.1612, -1.0463, -0.7853], [0.5273, 0.4718, 2.0000], [-0.7921, 1.1570, -0.9928], [-2.1778, -0.0285, -0.6649], [0.8384, -0.9155, -1.1043], [-0.6092, -1.9925, -0.9908]],
  "mulliken_charge": [-0.484, -0.423, -0.302, 0.137, -0.263, 0.382, 0.227, 0.245, 0.248, 0.233],
  "max_force_ev_per_a": 2.3,
  "relative_energy_kcal_mol": 41.5,
  "homo_energy_ev": -10.36,
  "energy_ev": -6727.77501,
  "orbital_gap_ev": 11.501,
  "charge": 0
}

=====

[8]
{
  "formula": "C3H5NO",
  "method": "ωB97M-V with the def2-TZVPD basis set",
  "symbols": ["O", "N", "C", "C", "C", "H", "H", "H", "H", "H"],
  "positions_angstrom": [[-0.7053, -1.6190, 1.2942], [0.2833, 0.9452, -0.4990], [-0.8454, -0.0148, -0.6583], [1.0175, -0.0008, 0.3877], [-0.2720, -0.8218, 0.5121], [1.4501, 0.4155, 1.3033], [-0.7678, -0.5493, -1.6131], [-1.8571, 0.3914, -0.5562], [1.8012, -0.5286, -0.1701], [-0.0387, 1.7299, 0.0607]],
  "mulliken_charge": [-0.538, -0.472, -0.389, -0.390, 0.553, 0.287, 0.187, 0.287, 0.187, 0.288],
  "max_force_ev_per_a": 0.6,
  "relative_energy_kcal_mol": 31.0,
  "homo_energy_ev": -9.80,
  "energy_ev": -6728.22909,
  "orbital_gap_ev": 10.760,
  "charge": 0
}

=====

[9]
{
  "formula": "C3H5NO",
  "method": "ωB97M-V with the def2-TZVPD basis set",
  "symbols": ["O", "N", "C", "C", "C", "H", "H", "H", "H", "H"],
  "positions_angstrom": [[0.3127, 0.5097, -1.8914], [-0.7046, -0.8478, 0.4271], [0.8552, 1.0617, -0.9618], [-1.1844, -1.3265, -0.5708], [-0.0421, -0.1442, 1.2785], [-1.8928, -2.1469, -0.6138], [-0.5178, 0.7163, 1.7346], [0.4260, 1.9574, -0.4727], [1.8362, 0.7325, -0.5682], [0.9117, -0.5123, 1.6383]],
  "mulliken_charge": [-0.411, -0.028, -0.176, -0.208, -0.662, 0.290, 0.329, 0.268, 0.268, 0.330],
  "max_force_ev_per_a": 0.7,
  "relative_energy_kcal_mol": 88.1,
  "homo_energy_ev": -8.27,
  "energy_ev": -6725.75139,
  "orbital_gap_ev": 9.280,
  "charge": 0
}

=====

[10]
{
  "formula": "C3H5NO",
  "method": "ωB97M-V with the def2-TZVPD basis set",
  "symbols": ["O", "N", "C", "C", "C", "H", "H", "H", "H", "H"],
  "positions_angstrom": [[2.0376, -0.7163, 0.3904], [-1.0780, 0.2628, 0.0935], [0.9636, -0.2876, 0.0785], [0.1837, 1.0201, 0.3010], [-0.3295, -0.8499, -0.5483], [-0.6824, -1.8614, -0.3284], [-1.3933, -0.0662, 1.0040], [-0.3169, -0.7025, -1.6347], [0.3455, 1.7043, -0.5398], [0.2679, 1.5743, 1.2389]],
  "mulliken_charge": [-0.536, -0.468, 0.553, -0.402, -0.404, 0.298, 0.287, 0.187, 0.187, 0.297],
  "max_force_ev_per_a": 0.7,
  "relative_energy_kcal_mol": 32.2,
  "homo_energy_ev": -9.85,
  "energy_ev": -6728.17706,
  "orbital_gap_ev": 10.794,
  "charge": 0
}

=====

[11]
{
  "formula": "C3H5NO",
  "method": "ωB97M-V with the def2-TZVPD basis set",
  "symbols": ["O", "N", "C", "C", "C", "H", "H", "H", "H", "H"],
  "positions_angstrom": [[-2.0700, -0.1615, -0.2009], [1.2710, 0.7469, -0.4350], [0.1738, -0.2494, -0.3157], [1.5074, -0.6036, 0.3267], [-1.0430, 0.1380, 0.5073], [2.2220, -1.2919, -0.2437], [1.2351, 1.4985, 0.3949], [-1.2162, 0.9369, 1.4066], [1.7870, -0.3688, 1.4410], [-0.1938, -0.4208, -1.4560]],
  "mulliken_charge": [-0.477, -0.518, 0.195, -0.356, -0.047, 0.213, 0.224, 0.260, 0.232, 0.273],
  "max_force_ev_per_a": 5.8,
  "relative_energy_kcal_mol": 83.2,
  "homo_energy_ev": -10.00,
  "energy_ev": -6725.96600,
  "orbital_gap_ev": 10.407,
  "charge": 0
}

=====

[12]
{
  "formula": "C3H5NO",
  "method": "ωB97M-V with the def2-TZVPD basis set",
  "symbols": ["O", "N", "C", "C", "C", "H", "H", "H", "H", "H"],
  "positions_angstrom": [[1.4493, -1.5123, -1.0948], [-0.4412, 0.0114, -1.0885], [-0.5364, 0.7807, 0.2942], [0.1472, -0.4794, 0.8852], [0.5696, -0.8262, -0.5965], [1.0902, -0.2044, 1.4489], [-1.6331, 1.1330, 0.5895], [-0.5429, -1.1823, 1.3719], [0.2281, 1.7681, 0.2804], [-0.3308, 0.5116, -2.0903]],
  "mulliken_charge": [-0.579, -0.325, -0.282, -0.426, 0.406, 0.231, 0.248, 0.253, 0.201, 0.272],
  "max_force_ev_per_a": 3.5,
  "relative_energy_kcal_mol": 33.4,
  "homo_energy_ev": -9.86,
  "energy_ev": -6728.12335,
  "orbital_gap_ev": 10.751,
  "charge": 0
}